Below is C34H53BGeN9O2S5Ta as an isolated structure, with properties calculated with the ωB97M-V functional and the def2-TZVPD basis.

```
! wB97M-V def2-TZVPD RIJCOSX def2/J DEFGRID3
* xyz 2 1
Ta -0.648 -0.406 -0.040
C -2.046 -1.280 4.582
C -1.676 -0.256 3.514
C -1.952 1.171 3.984
C -2.443 -0.558 2.235
N -0.226 -0.384 3.214
C 0.765 -0.430 4.176
C 1.938 -0.509 3.517
N 1.661 -0.507 2.161
B 2.781 -0.743 1.125
N 2.719 -2.182 0.536
C 3.919 -2.834 0.325
C 3.654 -4.123 0.052
N 2.284 -4.285 0.094
C 1.729 -3.078 0.365
S 0.001 -2.824 0.369
C 1.600 -5.623 -0.100
C 0.799 -5.959 1.156
C 2.668 -6.697 -0.291
C 0.730 -5.573 -1.351
N 2.895 0.364 0.016
C 3.769 1.414 0.177
C 3.709 2.185 -0.930
N 2.788 1.613 -1.784
C 2.294 0.525 -1.171
S 1.039 -0.548 -1.744
C 2.495 2.104 -3.184
C 3.441 3.257 -3.503
C 1.058 2.606 -3.251
C 2.754 0.962 -4.163
C 0.327 -0.437 1.995
S 0.117 1.781 0.654
H -3.121 -1.244 4.759
H -1.550 -1.067 5.529
H -1.782 -2.290 4.267
H -3.014 1.286 4.202
H -1.669 1.897 3.218
H -1.396 1.394 4.894
H -3.514 -0.609 2.428
H -2.167 -1.545 1.837
H -2.319 0.257 1.506
H 0.557 -0.409 5.231
H 2.945 -0.566 3.889
H 3.813 -0.665 1.724
H 4.861 -2.326 0.422
H 4.330 -4.931 -0.143
H 1.444 -5.960 2.035
H 0.380 -6.959 1.043
H -0.025 -5.270 1.324
H 3.328 -6.784 0.573
H 3.260 -6.536 -1.192
H 2.155 -7.651 -0.407
H -0.093 -4.873 -1.251
H 0.314 -6.566 -1.523
H 1.324 -5.298 -2.224
H 4.378 1.513 1.058
H 4.253 3.076 -1.177
H 3.281 4.111 -2.844
H 3.228 3.587 -4.519
H 4.487 2.953 -3.466
H 0.931 3.495 -2.635
H 0.346 1.848 -2.932
H 0.829 2.871 -4.284
H 3.761 0.562 -4.038
H 2.670 1.350 -5.178
H 2.036 0.149 -4.063
N -2.497 6.028 4.967
C -1.952 5.706 3.765
C -2.687 5.883 2.577
C -2.142 5.542 1.363
C -0.852 5.010 1.310
C -0.105 4.830 2.476
C -0.651 5.172 3.690
S -0.181 4.552 -0.207
O -0.856 5.204 -1.284
O 1.241 4.477 -0.127
N -0.633 2.892 -0.411
C -1.799 2.474 -0.949
S -2.910 3.495 -1.770
C -3.981 2.158 -1.911
C -3.451 1.051 -1.382
N -2.169 1.190 -0.838
H -3.341 6.573 4.995
H -1.904 6.096 5.776
H -3.677 6.318 2.623
H -2.694 5.716 0.450
H 0.905 4.448 2.414
H -0.069 5.058 4.597
H -4.944 2.260 -2.385
H -3.952 0.105 -1.372
C -1.841 -0.108 -3.942
Ge -2.268 -1.723 -2.922
C -1.032 -3.143 -3.444
C -4.092 -2.295 -3.316
C -2.229 -1.596 -0.894
H -1.809 -0.397 -4.994
H -0.868 0.300 -3.681
H -2.597 0.669 -3.830
H -1.017 -3.208 -4.533
H -1.383 -4.099 -3.056
H -0.011 -2.980 -3.098
H -4.186 -2.507 -4.382
H -4.825 -1.528 -3.060
H -4.333 -3.204 -2.765
H -2.180 -2.659 -0.635
H -3.237 -1.304 -0.614
*
```

- frontier orbital gap (eV) = 6.71
- DFT total energy (Eh) = -6120.138864
- ΔE to the lowest compared entry with this formula, charge and spin (eV) = 1.223